Below is a cluster of 2 separate species, C3H9NO2S in total in a non-equilibrium geometry, with properties calculated with ωB97M-V/def2-TZVPD.

```
! RIJCOSX wB97M-V def2-TZVPD def2/J DEFGRID3
* xyz 0 1
O -0.89955 0.59654 -2.42387
C -0.18233 -0.09057 -1.72236
N -0.60529 -0.81198 -0.67929
C 0.32505 -1.53920 0.15549
C 0.49155 -0.90886 1.51481
S 1.43814 0.64280 1.39132
H 0.91396 -0.12949 -1.82552
H -1.54674 -0.83198 -0.34551
H 1.33146 -1.50760 -0.26653
H 0.06436 -2.60020 0.26901
H 1.05696 -1.57855 2.18604
H -0.40382 -0.60781 2.03396
H 0.58041 1.62486 1.62006
O -0.78682 2.48915 -0.26786
H -0.16731 2.42362 -1.00320
H -1.61004 2.82926 -0.63656
*
```

The frontier orbital gap comes out at 9.98 eV. As for the energy relative to the best compared isomer or geometry (same formula, charge and spin): 27.1 kcal per mole. The SMILES is O=CNCCS.O. As for the maximum force: 1.80 eV/Å.

Löwdin population analysis, charges in e, atoms 1 to 5:
1. O -0.0008
2. C -0.3965
3. N 0.0356
4. C -0.2933
5. C -0.5286


Below is a cluster of 2 separate species, C3H9NO2S in total in a non-equilibrium geometry, with properties calculated with ωB97M-V/def2-TZVPD.

```
! RIJCOSX wB97M-V def2-TZVPD def2/J DEFGRID3
* xyz 0 1
N 1.35496 -0.67722 -0.73263
C 0.24364 -0.48693 0.15859
C -0.59112 0.73995 -0.18691
O -1.44811 0.68512 -1.02686
C -0.54275 -1.73221 0.48794
S 0.43210 -3.11764 1.21519
H 2.30053 -0.61241 -0.41191
H 1.22389 -0.44256 -1.70122
H 0.75986 -0.20548 1.09270
H -0.16936 1.67754 0.20463
H -1.06373 -2.18919 -0.35598
H -1.30839 -1.53684 1.23405
H 1.16002 -2.21352 1.89372
O -0.13860 6.48172 -1.21147
H -0.61753 7.11508 -0.65810
H -0.25808 5.65036 -0.74204
*
```

The frontier orbital gap comes out at 9.61 eV. As for the energy relative to the best compared isomer or geometry (same formula, charge and spin): 52.1 kcal per mole. The SMILES is N[C@@H](C=O)CS.O. As for the maximum force: 2.32 eV/Å.

Löwdin population analysis, charges in e, atoms 1 to 5:
1. N 0.0620
2. C -0.4775
3. C -0.2137
4. O 0.0754
5. C -0.5252


Below is a cluster of 2 separate species, C3H9NO2S2 in total in a non-equilibrium geometry, with properties calculated with ωB97M-V/def2-TZVPD.

```
! RIJCOSX wB97M-V def2-TZVPD def2/J DEFGRID3
* xyz 0 1
N 0.01354 -0.76139 1.25788
C -0.03714 -1.57975 0.16915
O -0.23930 -2.77125 0.26201
C 0.22588 -0.88763 -1.15589
C -0.80626 0.20358 -1.43005
S -0.51570 0.99872 -3.06657
S 1.28455 1.90266 -2.60893
H 0.13562 0.23631 1.19317
H -0.42902 -1.08150 2.10250
H 1.26814 -0.57437 -1.26441
H 0.05604 -1.61795 -1.93207
H -0.94795 1.06657 -0.79811
H -1.75509 -0.33006 -1.56476
H 1.77264 1.88213 -3.85641
O -0.15721 1.10400 3.87255
H 0.75235 0.87108 4.12614
H -0.62109 1.33885 4.69379
*
```

The frontier orbital gap comes out at 8.83 eV. As for the energy relative to the best compared isomer or geometry (same formula, charge and spin): 11.0 kcal per mole. The SMILES is NC(=O)CCSS.O. As for the maximum force: 1.47 eV/Å.

Löwdin population analysis, charges in e, atoms 1 to 5:
1. N 0.1636
2. C -0.5568
3. O 0.0582
4. C -0.2115
5. C -0.5551


| no. | LUMO (eV) |
| --- | --- |
| 1 | 0.8059 |
| 2 | 0.4869 |
| 3 | 0.4313 |